# 1
{"formula": "C6H7N3O", "method": "the ωB97M-V functional and the def2-TZVPD basis", "relative_energy_kj_mol": 585.2, "homo_energy_ev": [-8.43, -8.43], "e_lumo_ev": [-0.475, -0.476], "homo_lumo_gap_ha": [0.2924, 0.2924], "elements": ["C", "C", "C", "C", "C", "C", "N", "N", "N", "O", "H", "H", "H", "H", "H", "H", "H"], "xyz": [[-2.058700, -0.592804, 0.253090], [-0.956209, 2.686306, -0.391573], [-1.036827, 0.351808, 0.111465], [0.372707, -0.175458, 0.018470], [0.912152, -1.022806, 1.160245], [0.458940, -0.871548, -1.376023], [-2.993774, -1.295851, 0.245532], [-1.222774, 1.611359, 0.063238], [1.094438, 1.196395, -0.051312], [1.723509, 1.567766, 0.896213], [-0.857006, 3.674240, 0.043906], [0.238808, -2.006815, 1.252526], [1.033192, -0.374783, 2.021987], [1.912799, -1.387384, 0.849262], [1.496520, -1.028731, -1.721934], [-0.079359, -0.473533, -2.148413], [-0.038412, -1.858165, -1.226671]], "forces_ev_per_a": [[-2.9, -1.0, -0.2], [-0.7, 1.0, -0.2], [0.6, -1.6, 1.4], [0.6, 0.8, -0.8], [-0.9, -2.0, -1.1], [1.7, -2.0, 2.4], [1.8, 0.9, 0.2], [-0.6, 0.7, -0.8], [1.4, 0.1, -0.5], [-0.5, -1.0, -0.4], [0.2, -0.3, 0.3], [1.4, 2.4, 0.3], [-0.3, -0.5, 0.4], [-0.5, 0.2, 0.3], [-0.4, 0.0, 0.3], [-1.4, 1.8, -1.7], [0.6, 0.4, 0.0]], "lowdin_charge": [-0.176, 0.139, -0.294, -0.479, -0.035, -0.012, 0.160, 0.034, 0.004, 0.045, 0.072, 0.139, 0.070, 0.089, 0.094, 0.048, 0.101]}

=====

# 2
{"formula": "C6H7N3O", "method": "the ωB97M-V functional and the def2-TZVPD basis", "relative_energy_kj_mol": 138.7, "homo_energy_ev": -9.46, "smiles": "CC(=O)Nc1ncccn1", "e_lumo_ev": 0.250, "homo_lumo_gap_ha": 0.3570, "elements": ["C", "C", "C", "C", "C", "C", "H", "H", "H", "H", "H", "H", "H", "N", "N", "N", "O"], "xyz": [[-2.388642, 1.111312, 0.107672], [-2.294890, -0.408467, -0.100666], [0.233470, -0.623559, 0.055899], [1.774854, 1.029753, -0.115414], [2.763800, 0.085223, -0.042339], [2.405462, -1.223447, 0.003678], [-1.801417, 1.598957, -0.574814], [-3.614887, 1.407852, 0.233626], [-1.953722, 1.587967, 1.093643], [-1.222553, -1.939121, 0.128112], [2.107124, 2.158670, -0.273361], [3.640589, 0.240056, -0.287529], [3.140629, -2.077089, 0.061632], [-1.055001, -1.022169, -0.080138], [0.455249, 0.771152, -0.125075], [1.135855, -1.548374, 0.095089], [-3.325913, -1.148719, -0.180018]], "forces_ev_per_a": [[-4.0, 0.0, 3.8], [-3.1, -0.3, 1.1], [0.1, 4.4, -1.7], [-1.0, 3.1, -0.7], [-6.5, -1.9, 1.1], [0.4, -1.2, 1.0], [0.8, 1.4, -2.2], [3.7, -0.8, -1.1], [-0.6, -1.8, -1.5], [0.0, -3.2, 0.2], [-1.0, -2.4, 0.4], [8.6, 2.3, -1.7], [-0.8, 1.1, -0.3], [-1.2, 1.4, 0.1], [1.6, -2.5, 1.0], [-0.4, -1.9, 0.5], [3.5, 2.4, 0.1]], "lowdin_charge": [-0.039, -0.426, -0.344, -0.121, -0.074, -0.111, 0.004, 0.155, 0.109, 0.113, 0.153, 0.016, 0.138, 0.153, 0.141, 0.124, 0.010]}

=====

# 3
{"formula": "C6H7N3O2S", "method": "the ωB97M-V functional and the def2-TZVPD basis", "relative_energy_kj_mol": 30.0, "homo_energy_ev": [-7.67, -8.25], "e_lumo_ev": [0.279, -2.239], "homo_lumo_gap_ha": [0.2922, 0.2209], "spin_multiplicity": 3, "elements": ["C", "C", "C", "C", "C", "C", "N", "N", "N", "O", "O", "S", "H", "H", "H", "H", "H", "H", "H"], "xyz": [[-0.950539, 1.761591, 0.866809], [-0.947272, 0.592714, 1.575844], [0.293229, 0.866119, -0.812701], [-0.514643, -2.080302, 1.138294], [0.160822, -1.589745, 0.049208], [0.963796, 1.217396, -2.116243], [-0.222276, 1.951543, -0.245725], [0.151203, -0.259486, -0.207757], [0.966615, -2.367570, -0.747857], [-0.945875, -1.010748, 3.546659], [-1.715014, 2.751409, 1.278471], [-1.541140, -0.892540, 2.226062], [-0.577824, -3.171944, 1.441357], [0.859791, 2.281670, -2.335748], [2.111429, 1.140684, -1.983174], [0.686409, 0.530044, -2.849116], [1.095890, -3.373874, -0.545135], [1.801648, -1.867963, -0.875590], [-1.676248, 3.521004, 0.596341]], "forces_ev_per_a": [[1.1, 0.4, -1.7], [-0.5, -1.5, 0.3], [0.8, -1.4, -0.3], [-1.0, 0.4, 0.3], [-0.3, -0.2, 1.1], [3.0, 0.4, 1.7], [-2.0, 1.8, 1.8], [-0.3, 0.1, 0.0], [-0.4, -1.7, -0.5], [0.2, -0.4, 1.4], [-0.5, 2.7, -1.0], [1.0, -0.2, -1.9], [0.2, 1.6, -0.4], [-0.6, -0.4, -0.2], [-1.6, -0.3, -0.1], [-0.5, -0.8, -1.5], [-0.2, 1.2, 0.1], [1.4, 0.2, -0.7], [0.2, -1.9, 1.5]], "lowdin_charge": [-0.443, -0.047, -0.392, -0.132, -0.467, -0.011, 0.147, 0.118, 0.108, -0.527, 0.081, 0.869, 0.094, 0.073, 0.112, 0.051, 0.115, 0.075, 0.176]}

=====

# 4
{"formula": "C6H7NO", "method": "the ωB97M-V functional and the def2-TZVPD basis", "relative_energy_kj_mol": 465.3, "homo_energy_ev": -8.25, "e_lumo_ev": -0.913, "homo_lumo_gap_ha": 0.2697, "elements": ["C", "C", "C", "C", "C", "C", "O", "N", "H", "H", "H", "H", "H", "H", "H"], "xyz": [[0.907512, 1.100720, -1.190054], [-0.853070, -0.577922, -0.138955], [0.487659, 0.540422, 1.446936], [0.077740, 0.620096, -0.034619], [-1.396198, -0.924741, -1.330602], [0.523237, -0.655905, 2.148003], [-0.924014, -1.281600, 0.961018], [-0.157138, 1.561290, 1.080916], [0.288531, 1.666573, -1.888358], [1.689512, 1.765567, -0.830770], [1.365072, 0.273291, -1.724153], [-1.245796, -0.322603, -2.210498], [-2.112168, -1.729559, -1.371954], [1.388203, -1.299256, 2.012272], [-0.039081, -0.736373, 3.070817]], "forces_ev_per_a": [[-0.2, 0.0, 0.1], [0.5, 0.2, -1.4], [-0.2, 0.6, -2.1], [1.0, -0.4, 1.2], [-0.1, 0.2, 1.0], [-1.3, -0.7, -0.8], [0.9, 0.1, 1.8], [-0.4, 0.3, 0.5], [0.0, 0.0, 0.0], [0.0, 0.0, 0.0], [0.0, -0.1, -0.1], [-0.1, 0.2, 0.0], [0.2, -0.3, -0.1], [-0.3, -0.1, -0.1], [0.0, -0.1, -0.1]], "lowdin_charge": [-0.031, -0.417, -0.233, -0.334, 0.066, 0.148, -0.023, 0.256, 0.085, 0.080, 0.083, 0.047, 0.054, 0.111, 0.109]}

=====

# 5
{"formula": "C6H7NO", "method": "the ωB97M-V functional and the def2-TZVPD basis", "relative_energy_kj_mol": 342.7, "homo_energy_ev": -9.05, "e_lumo_ev": -0.307, "homo_lumo_gap_ha": 0.3212, "elements": ["C", "C", "C", "C", "C", "C", "O", "N", "H", "H", "H", "H", "H", "H", "H"], "xyz": [[-0.872904, -0.631363, -0.819505], [-1.327026, 0.677208, -1.403803], [2.174478, 0.227600, 1.381432], [0.445819, -0.654735, -0.176129], [0.986551, 0.397721, 0.566369], [-1.100930, -0.764755, 0.909760], [2.743723, 1.137749, 1.943685], [-1.719610, -0.928055, 1.866098], [-1.183434, -1.551216, -1.308122], [2.673261, -0.756107, 1.262652], [0.991657, -1.591909, -0.228828], [0.491978, 1.356396, 0.635539], [-0.544013, 1.092786, -2.043703], [-1.501891, 1.430051, -0.631337], [-2.257658, 0.558629, -1.954108]], "forces_ev_per_a": [[-0.1, 0.4, 3.6], [-0.4, 0.3, 0.3], [1.0, 0.3, -1.3], [3.2, 1.7, 0.9], [-0.5, -1.3, -1.4], [-2.9, -0.7, -4.2], [-0.4, -0.2, 0.4], [0.2, 0.0, 1.1], [0.0, 0.1, 0.2], [-0.2, -0.2, 0.4], [0.0, 0.0, 0.3], [-0.1, 0.0, 0.0], [0.0, -0.2, -0.1], [0.0, -0.2, 0.0], [0.1, 0.0, -0.1]], "lowdin_charge": [-0.184, -0.060, -0.296, -0.148, -0.075, -0.199, 0.034, 0.154, 0.135, 0.121, 0.134, 0.119, 0.095, 0.089, 0.083]}

=====

# 6
{"formula": "C6H7NO", "method": "the ωB97M-V functional and the def2-TZVPD basis", "relative_energy_kj_mol": 484.0, "homo_energy_ev": -9.31, "e_lumo_ev": 0.965, "homo_lumo_gap_ha": 0.3778, "elements": ["C", "C", "C", "C", "C", "C", "H", "H", "H", "H", "H", "H", "H", "N", "O"], "xyz": [[1.126109, -0.500524, 0.050152], [0.458822, 0.321976, -0.980398], [0.438191, 1.292319, -0.018073], [0.319544, 0.291198, 1.139157], [-1.088867, -0.406858, 0.594198], [-0.814725, -0.354554, -0.842781], [0.870672, 0.254977, -2.049215], [-0.557248, 2.000382, -0.156214], [1.256046, 2.123384, 0.172513], [0.344314, 0.485068, 2.245113], [-2.003880, -0.242587, 1.091638], [0.054697, -2.187214, 0.241992], [-1.507147, -0.097678, -1.495085], [-0.836882, -1.636086, -0.021746], [1.940347, -1.343807, 0.028755]], "forces_ev_per_a": [[1.6, 0.1, 1.9], [3.0, -4.3, -5.3], [-2.1, 11.3, 4.3], [-2.3, -0.9, -1.3], [2.8, 1.0, 1.7], [0.7, -2.7, 3.3], [-0.4, 0.8, 1.7], [2.1, -1.4, 0.6], [-1.0, -2.0, -0.9], [0.6, -0.3, -1.4], [-0.9, 0.3, 0.5], [-2.0, 1.5, -1.0], [-3.5, 0.1, -3.1], [-0.6, -2.1, -1.2], [1.8, -1.3, 0.1]], "lowdin_charge": [-0.434, -0.252, -0.203, -0.017, -0.214, -0.174, 0.201, 0.175, 0.163, 0.150, 0.126, 0.147, 0.103, 0.076, 0.154]}